--- w ---
Here is an isolated ion of composition C3H7OS2 and charge -1 from the Open Molecules 2025 dataset. Energies are from ωB97M-V with the def2-TZVPD basis set.

Last column: Löwdin charge in e.
Cartesian coordinates (Å):
C1 0.8459 -0.5156 0.3718  -0.302
C2 1.4735 -0.1055 -1.0684  -0.523
O1 0.5444 0.1225 -2.0412  -0.381
C3 -0.6836 -0.4223 0.2087  -0.644
S1 -1.4489 0.0732 1.7469  0.374
S2 -3.2264 1.0388 1.0619  0.195
H1 1.2784 -1.5392 0.7208  0.099
H2 1.2324 0.2078 1.1635  0.076
H3 2.1771 -0.9551 -1.3610  0.066
H4 2.2084 0.7336 -0.8718  0.065
H5 -0.6457 0.5310 -0.4342  0.086
H6 -1.0010 -1.4331 -0.0610  0.072
H7 -2.7545 2.2638 0.5641  -0.182

As for the SMILES: [O-]CCCSS. The value obtained for the HOMO energy is -2.72 eV. The charge is -1.

--- x ---
Here is an isolated ion of composition C3H7OS2 and charge -1 from the Open Molecules 2025 dataset. Energies are from ωB97M-V with the def2-TZVPD basis set.

Last column: Löwdin charge in e.
Cartesian coordinates (Å):
C1 -0.5970 -0.6506 -0.3636  -0.265
C2 -1.9434 0.2449 0.1401  -0.524
O1 -1.8369 1.5385 -0.1280  -0.355
C3 0.5848 0.3230 -0.3057  -0.625
S1 1.4883 0.1100 1.2076  0.393
S2 3.4675 0.3183 0.9593  0.215
H1 -0.7747 -0.8537 -1.4121  0.073
H2 -0.6047 -1.4296 0.3952  0.057
H3 -2.7859 -0.1510 -0.5154  0.068
H4 -2.1267 -0.1636 1.1633  0.060
H5 0.0616 1.3128 -0.3925  0.057
H6 1.1287 0.2643 -1.2519  0.065
H7 3.9386 -0.8634 0.5038  -0.220

As for the SMILES: [O-]CCCSS. The value obtained for the HOMO energy is -2.68 eV. The charge is -1.

The structure with the most favorable energy is x; the runner-up is 0.104 eV above it.

--- w ---
Here is a 2-piece molecular cluster, C5H8N overall from the Open Molecules 2025 dataset. Energies are from ωB97M-V with the def2-TZVPD basis set.

Last column: Löwdin charge in e.
Cartesian coordinates (Å):
C1 -3.2960 -0.4445 -0.0907  -0.047
C2 -2.1163 -0.3279 0.0388  0.036
C3 1.5192 -1.8191 -0.0277  0.114
C4 1.2232 -0.5568 0.3913  -0.174
C5 0.6522 0.4030 -0.4290  -0.101
N1 0.3601 1.7507 0.0762  0.191
H1 -4.3526 -0.5284 -0.1060  0.021
H2 1.9512 -2.5411 0.6406  0.083
H3 1.3033 -2.1361 -1.0338  0.086
H4 1.4189 -0.2931 1.4236  0.121
H5 0.4779 0.2469 -1.4807  0.129
H6 -0.3354 2.2078 -0.5330  0.179
H7 1.2096 2.3385 0.0931  0.186
H8 -0.0154 1.7001 1.0372  0.177

The value obtained for the HOMO energy (spin up / spin down) is -14.41 / -13.04 eV. The charge is +1.

--- x ---
Here is an isolated ion of composition C5H8N and charge +1 from the Open Molecules 2025 dataset. Energies are from ωB97M-V with the def2-TZVPD basis set.

Last column: Löwdin charge in e.
Cartesian coordinates (Å):
C1 1.4711 -0.1258 0.0877  -0.055
C2 0.2837 -0.0347 -0.0433  0.045
C3 -1.6535 -0.3265 1.2728  0.174
C4 2.8645 -0.0094 0.1223  -0.057
C5 -1.8265 0.2554 -1.1082  0.032
N1 -1.1812 -0.0526 0.1577  -0.144
H1 -2.8187 -0.1377 1.4511  0.192
H2 -0.8775 -0.3993 2.0412  0.141
H3 3.0471 0.8669 -0.4942  0.109
H4 3.2567 0.1492 1.1751  0.135
H5 3.2696 -0.8635 -0.3635  0.090
H6 -1.8359 -0.7216 -1.6398  0.140
H7 -1.1979 0.8286 -1.7519  0.108
H8 -2.8017 0.5710 -0.9070  0.090

As for the SMILES: C=[N+](C)C#CC. The value obtained for the HOMO energy is -14.78 eV. The charge is +1.

The structure with the most favorable energy is x; the runner-up is 3.551 eV above it.

--- w ---
Here is an isolated ion of composition C5H8N and charge +1 from the Open Molecules 2025 dataset. Energies are from ωB97M-V with the def2-TZVPD basis set.

Last column: Löwdin charge in e.
Cartesian coordinates (Å):
C1 -0.2094 1.1005 -0.4038  -0.141
C2 1.0693 1.5487 0.2906  0.120
C3 -1.2039 0.5934 0.4499  -0.098
C4 1.0083 0.2555 0.1426  -0.132
C5 1.4026 -1.1810 -0.0235  -0.020
N1 -2.0906 -0.2549 0.0552  0.196
H1 -0.1979 0.9534 -1.5120  0.163
H2 1.6939 2.3468 0.1531  0.099
H3 -1.1764 0.8522 1.4585  0.148
H4 2.2193 -1.5902 0.6180  0.101
H5 1.8054 -1.4459 -1.0802  0.134
H6 0.6120 -1.9210 0.2084  0.083
H7 -2.7848 -0.7353 0.6304  0.154
H8 -2.1480 -0.5223 -0.9874  0.193

As for the SMILES: CC1=C[C@@H]1C=[NH2+]. The value obtained for the HOMO energy is -14.62 eV. The charge is +1.

--- x ---
Here is C5H8N as an isolated structure from the Open Molecules 2025 dataset. Energies are from ωB97M-V with the def2-TZVPD basis set.

Last column: Löwdin charge in e.
Cartesian coordinates (Å):
C1 -0.3924 1.7609 0.7627  0.051
C2 -0.9161 1.3263 -0.4178  0.093
C3 0.3091 0.4892 1.0098  -0.201
C4 -0.1201 0.0291 -0.2540  -0.271
C5 0.5314 -0.9466 -1.2319  0.031
N1 -0.6470 -0.6034 1.1004  0.221
H1 -0.7397 2.7074 1.2045  0.136
H2 -1.6283 1.7364 -1.0790  0.111
H3 1.1913 0.3024 1.6285  0.179
H4 1.5509 -0.6818 -1.5643  0.111
H5 -0.0295 -0.9979 -2.1185  0.069
H6 0.5305 -1.9716 -0.8039  0.101
H7 -0.1574 -1.5026 1.4192  0.217
H8 -1.5869 -0.4265 1.3116  0.152

The value obtained for the HOMO energy is -14.91 eV. The charge is +1.

The structure with the most favorable energy is w; the runner-up is 0.394 eV above it.

--- w ---
Here is an isolated ion of composition C5H8N and charge +1 from the Open Molecules 2025 dataset. Energies are from ωB97M-V with the def2-TZVPD basis set.

Last column: Löwdin charge in e.
Cartesian coordinates (Å):
C1 -1.7053 0.0589 -2.0121  -0.098
C2 -0.6990 0.1144 -1.2527  0.014
C3 -2.7497 0.4499 -2.7077  0.055
C4 0.2104 -0.4929 -0.5230  -0.081
C5 1.5999 0.5941 1.1806  -0.026
N1 0.4219 -0.2450 0.8932  -0.006
H1 -3.8602 0.8621 -2.4034  0.152
H2 -2.7265 0.0056 -3.8124  0.123
H3 0.9261 -1.1237 -0.9072  0.109
H4 1.6893 1.4720 0.4279  0.146
H5 1.7006 1.0219 2.2014  0.117
H6 2.4858 -0.0525 0.9712  0.113
H7 -0.2302 0.3349 1.2975  0.131
H8 0.4335 -1.1912 1.4586  0.250

As for the SMILES: C=C=C=C[NH2+]C. The value obtained for the HOMO energy is -13.56 eV. The charge is +1.

--- x ---
Here is an isolated ion of composition C5H8N and charge +1 from the Open Molecules 2025 dataset. Energies are from ωB97M-V with the def2-TZVPD basis set.

Last column: Löwdin charge in e.
Cartesian coordinates (Å):
C1 -0.6885 -0.3987 -0.4460  -0.074
C2 0.6979 -0.1480 -0.0071  0.131
C3 -2.9511 0.6365 0.1193  0.020
C4 -2.1126 -0.3193 0.3952  -0.111
C5 3.2083 0.1302 0.2353  -0.008
N1 1.8452 0.0871 -0.0148  0.130
H1 -0.6891 -1.5386 -0.7706  0.176
H2 -0.7643 0.0975 -1.4013  0.118
H3 -3.8053 0.5903 0.7260  0.052
H4 -3.0501 1.4060 -0.7616  0.132
H5 -2.2686 -0.9717 1.1423  0.059
H6 3.5891 -0.9295 0.1046  0.149
H7 3.6986 0.7273 -0.5084  0.106
H8 3.2904 0.6309 1.1871  0.118

As for the SMILES: C=CCC#[N+]C. The value obtained for the HOMO energy is -14.50 eV. The charge is +1.

The structure with the most favorable energy is x; the runner-up is 1.505 eV above it.

--- w ---
Here is an isolated ion of composition C3H9N2O and charge +1 from the Open Molecules 2025 dataset. Energies are from ωB97M-V with the def2-TZVPD basis set.

Last column: Löwdin charge in e.
Cartesian coordinates (Å):
C1 -1.3497 0.0031 -0.2497  -0.106
C2 0.0508 0.3473 -0.7791  -0.080
C3 1.1006 0.4304 0.3294  -0.502
N1 2.1706 1.2067 0.1584  0.207
O1 0.8580 -0.2387 1.3293  0.041
N2 -1.2376 -1.3698 0.4116  0.172
H1 -2.0884 -0.0559 -1.0425  0.134
H2 -1.6649 0.6731 0.5367  0.136
H3 0.2649 -0.3427 -1.5932  0.134
H4 -0.0933 1.3675 -1.1529  0.134
H5 2.9979 0.9114 0.6558  0.132
H6 2.2840 2.0517 -0.3717  0.129
H7 -0.6612 -1.1932 1.2597  0.133
H8 -0.5346 -1.9172 -0.0957  0.165
H9 -2.0972 -1.8736 0.6039  0.171

As for the SMILES: NC(=O)CC[NH3+]. The value obtained for the HOMO energy is -14.70 eV. The charge is +1.

--- x ---
Here is an isolated ion of composition C3H9N2O and charge +1 from the Open Molecules 2025 dataset. Energies are from ωB97M-V with the def2-TZVPD basis set.

Last column: Löwdin charge in e.
Cartesian coordinates (Å):
O1 1.4477 -0.1119 1.2280  0.076
C1 0.5383 -0.8983 1.0392  -0.528
N1 -0.1150 -1.5858 1.9702  0.205
C2 -0.1231 -0.7786 -0.3929  -0.017
N2 -0.5001 0.6798 -0.4796  0.014
C3 0.2699 1.5467 -1.4502  0.023
H1 0.3847 -1.6475 2.8510  0.141
H2 -1.0762 -1.8710 1.8913  0.125
H3 -1.0276 -1.3551 -0.4866  0.122
H4 0.6954 -1.1805 -0.9940  0.149
H5 -1.4721 0.8341 -0.7767  0.184
H6 -0.3804 1.0061 0.4777  0.164
H7 0.2573 1.1219 -2.4574  0.114
H8 -0.1879 2.5399 -1.3864  0.108
H9 1.2890 1.7004 -1.0334  0.120

As for the SMILES: C[NH2+]CC(N)=O. The value obtained for the HOMO energy is -14.62 eV. The charge is +1.

--- y ---
Here is an isolated ion of composition C3H9N2O and charge +1 from the Open Molecules 2025 dataset. Energies are from ωB97M-V with the def2-TZVPD basis set.

Last column: Löwdin charge in e.
Cartesian coordinates (Å):
N1 0.1673 -1.6534 -0.2944  0.210
C1 0.0900 -0.2277 -0.4175  -0.262
C2 -1.3817 0.2553 -0.5809  -0.042
C3 1.0591 0.4322 0.7053  -0.465
N2 0.8094 1.6874 1.1538  0.215
O1 1.9513 -0.2769 1.0478  0.100
H1 -0.5461 -2.1628 -0.8410  0.200
H2 0.3356 -1.8398 0.7067  0.186
H3 1.1264 -1.8686 -0.5829  0.179
H4 0.5774 0.0991 -1.3346  0.153
H5 -1.5700 0.5457 -1.7512  0.147
H6 -1.7942 1.0648 -0.0079  0.059
H7 -2.2613 -0.4269 -0.4738  0.089
H8 1.4362 2.2092 1.7766  0.151
H9 0.0005 2.1624 0.8939  0.079

As for the SMILES: C[C@H]([NH3+])C(N)=O. The value obtained for the HOMO energy is -14.86 eV. The charge is +1.

--- z ---
Here is a 2-piece molecular cluster, C3H9N2O overall from the Open Molecules 2025 dataset. Energies are from ωB97M-V with the def2-TZVPD basis set.

Last column: Löwdin charge in e.
Cartesian coordinates (Å):
N1 -1.5118 1.5653 1.2283  0.210
C1 -1.8174 1.4746 -0.0369  -0.163
N2 -0.9677 1.2746 -1.0168  0.204
H1 -0.5849 1.3538 1.5729  0.143
H2 -2.2308 1.7758 1.9042  0.147
H3 -2.8454 1.6731 -0.3176  0.168
H4 -1.3497 1.0223 -1.9151  0.147
H5 0.0136 1.1488 -0.8104  0.111
O1 2.9366 -2.5300 0.7607  0.081
C2 2.0610 -2.3480 -0.0311  -0.312
C3 1.2675 -1.0623 -0.1162  -0.084
H6 1.7706 -3.1170 -0.7700  0.124
H7 1.5835 -0.3667 0.6645  0.077
H8 0.2006 -1.2718 -0.0320  0.069
H9 1.4743 -0.5927 -1.0842  0.076

The value obtained for the HOMO energy is -12.95 eV. The charge is +1.

The structure with the most favorable energy is w; the runner-up is 0.812 eV above it.